Below is a 2-piece molecular cluster, C27H20FNO2S overall, with properties calculated with ωB97M-V/def2-TZVPD.

Calculated values
LUMO energy (Ha): -0.114
Kohn-Sham gap (eV): 3.046
Molar mass (g mol⁻¹): 441.5
Total energy (hartree): -1744.0093
Energy relative to the best compared isomer or geometry (same formula, charge and spin) (eV): 1.443

Structure (ORCA input):
```
! wB97M-V def2-TZVPD RIJCOSX def2/J DEFGRID3
* xyz 0 1
C 5.40450 -1.52989 2.25275
C 5.50797 -0.78612 1.09138
C 4.59536 0.20399 0.82691
C 3.55101 0.48447 1.72575
C 2.62438 1.52782 1.46881
C 2.65698 2.30818 0.40918
N 2.71429 2.99814 -0.56404
S 1.29802 1.88304 2.61628
C 0.35568 3.23516 1.90886
C 0.68528 4.53387 2.21263
C -0.04417 5.57527 1.67717
C -1.10289 5.30610 0.83570
C -1.43369 4.00275 0.53038
C -0.69877 2.96767 1.07015
O 0.41616 0.65648 2.61193
O 1.96905 2.39332 3.87057
C 3.46415 -0.29484 2.89032
C 4.38016 -1.28243 3.14811
H 6.13075 -2.29659 2.46136
H 6.30816 -0.97712 0.39403
H 4.67039 0.78808 -0.07347
H 1.50679 4.72450 2.88186
H 0.20527 6.59510 1.92252
H -1.67686 6.11659 0.42023
H -2.26954 3.79532 -0.11830
H -0.95040 1.94390 0.85580
H 2.66692 -0.09382 3.58431
H 4.30478 -1.86120 4.05383
F 4.90671 -0.34709 -5.15317
C 3.86185 -0.40052 -4.29813
C 3.06045 0.71263 -4.08776
C 2.00209 0.66161 -3.21764
C 1.68616 -0.52100 -2.50862
C 0.56307 -0.49209 -1.64133
C -0.07425 -1.48595 -0.84859
C -1.23395 -1.11322 -0.13311
C -1.90983 -2.00983 0.65619
C -1.46649 -3.31428 0.76978
C -0.34096 -3.71736 0.07897
C 0.33891 -2.82888 -0.71417
C 2.52591 -1.63398 -2.74039
C 3.57982 -1.57134 -3.61247
H 3.29070 1.61544 -4.62486
H 1.39264 1.53678 -3.06736
H 0.08770 0.47389 -1.58269
H -1.59764 -0.10461 -0.22293
H -2.79137 -1.69786 1.19099
H -1.99513 -4.01640 1.39195
H 0.00749 -4.73447 0.16049
H 1.19529 -3.19655 -1.23371
H 2.37321 -2.55751 -2.22725
H 4.20699 -2.43021 -3.77818
*
```

Below is C27H20MoN8O3S as an isolated structure, with properties calculated with ωB97M-V/def2-TZVPD.

Calculated values
LUMO energy (alpha / beta) (Ha): -0.047 / -0.050
Kohn-Sham gap (alpha / beta) (eV): 6.814 / 6.747
Molar mass (g mol⁻¹): 632.5
Total energy (hartree): -2171.0660

Structure (ORCA input):
```
! wB97M-V def2-TZVPD RIJCOSX def2/J DEFGRID3
* xyz 0 1
Mo -0.68717 -0.36243 0.14945
C 3.42240 -0.52309 2.08615
O 2.38641 0.14632 1.37897
C 2.18482 1.45664 1.61704
C 2.91241 2.18969 2.55363
C 2.65726 3.53694 2.75296
C 1.67678 4.18152 2.01675
C 0.95991 3.46083 1.07886
C 1.19849 2.11033 0.87040
N 0.39810 1.44175 -0.14070
N 0.41447 2.12835 -1.21088
C -0.23345 1.84639 -2.35854
C -0.86400 0.62284 -2.65377
O -0.90018 -0.33119 -1.78827
C -1.43515 0.40408 -3.94316
C -1.39125 1.37943 -4.87660
C -0.76040 2.64118 -4.63053
C -0.72141 3.63591 -5.62501
C -0.09688 4.83330 -5.39069
C 0.51184 5.06298 -4.14847
C 0.48185 4.10861 -3.16113
C -0.16014 2.87694 -3.38087
H 4.40181 -0.12042 1.82396
H 3.37707 -1.56163 1.77230
H 3.26361 -0.46215 3.16628
H 3.69605 1.70704 3.11790
H 3.23709 4.08166 3.48662
H 1.46857 5.23157 2.16991
H 0.18008 3.93668 0.49904
H -1.89997 -0.55413 -4.12916
H -1.83734 1.21357 -5.85031
H -1.19139 3.43669 -6.58065
H -0.06718 5.59444 -6.15877
H 1.01548 6.00343 -3.96519
H 0.95947 4.28884 -2.20871
N -2.83345 3.11714 1.81875
C -2.17103 1.95008 1.62092
S -2.66331 0.96971 0.24574
N -1.26861 1.60539 2.47906
N -0.69012 0.37560 2.19218
C -0.29385 -0.27422 3.22913
C 0.12493 -1.65148 3.18660
C 0.81914 -2.22632 4.25862
C 1.14281 -3.56405 4.24789
C 0.73895 -4.36261 3.17480
C 0.01769 -3.83187 2.12570
C -0.28312 -2.47155 2.12375
O -0.98660 -1.94563 1.11369
H -3.37058 3.50296 1.06450
H -2.49181 3.73451 2.53599
H -0.36139 0.23469 4.18759
H 1.10952 -1.59704 5.09166
H 1.70190 -3.99690 5.06558
H 0.99343 -5.41427 3.16428
H -0.30406 -4.43797 1.29029
N 1.12708 -1.32431 -0.40392
C 2.12234 -1.88178 -0.65250
N 3.18445 -2.49364 -1.00002
C 4.28319 -2.35518 -0.27128
N 5.27139 -2.27253 0.32574
*
```